(1)
The following is a DFT calculation (ωB97M-V/def2-TZVPD) of a single C3F2O molecule.

The geometry in ORCA input format:
```
! RIJCOSX wB97M-V def2-TZVPD def2/J DEFGRID3
* xyz 0 1
F -1.29758 -0.76707 -0.06086
F -0.31553 2.58605 0.00326
O 0.19325 -2.04952 0.15653
C 0.28468 1.39123 0.02264
C 0.79406 0.27639 -0.09178
C -0.13032 -0.99294 0.02901
*
```

Summary:
Structure (SMILES): O=C(F)C#CF
Energy above the lowest of the compared OMol25 structures with the same formula, charge and spin (eV): 1.504
Gap between HOMO and LUMO (eV): 11.57
Molar mass (g mol⁻¹): 90.028

(2)
The following is a DFT calculation (ωB97M-V/def2-TZVPD) of a gas-phase ion, C3F3N2O5S (charge -1).

The geometry in ORCA input format:
```
! RIJCOSX wB97M-V def2-TZVPD def2/J DEFGRID3
* xyz -1 1
S -1.45222 0.87469 0.25194
F 1.45349 1.62158 -0.69582
F 2.50672 0.23921 0.37554
F 1.02258 1.37786 1.28718
O -2.50180 0.32726 -0.54421
O 0.67131 -1.64248 1.78408
O -0.93810 2.15624 -0.17326
O -0.88266 -2.30411 0.47897
O -1.48969 0.56224 1.66678
N -0.27941 -0.52415 -2.62687
N -0.03511 -1.56759 0.83232
C -0.00449 -0.44250 -1.53557
C 0.19996 -0.22413 -0.14451
C 1.26751 0.70261 0.19490
*
```

Summary:
Structure (SMILES): N#C[C@@]([N+](=O)[O-])(C(F)(F)F)S(=O)(=O)[O-]
Energy above the lowest of the compared OMol25 structures with the same formula, charge and spin (eV): 0.526
Gap between HOMO and LUMO (eV): 10.12
Molar mass (g mol⁻¹): 233.103